# 1
17
Properties=species:S:1:pos:R:3:forces:R:3 method="wB97M-V/def2-TZVPD" de_lowest_kj_mol=334.6 charge=0 gap_ev=9.53 smiles=CCN(C)NN
C 0.690 0.278 2.077 -3.149 1.315 0.414
C -0.202 0.815 -1.708 -0.611 2.135 4.324
C -0.303 0.852 0.917 2.112 -5.290 0.545
N 0.183 -2.152 -0.934 -0.517 0.576 -1.573
N -0.645 -1.157 -0.367 -0.089 1.423 1.081
N -0.039 0.151 -0.350 0.099 -0.510 -1.415
H 1.625 0.774 1.964 0.997 -0.157 -0.218
H 0.244 0.692 3.047 0.618 -0.646 -1.060
H 0.705 -0.807 2.167 0.196 0.126 -0.295
H 0.500 0.380 -2.366 0.744 -0.003 -0.893
H -1.232 0.702 -2.037 -0.216 -0.004 -0.376
H -0.051 1.927 -1.408 0.109 -1.708 -1.401
H -1.290 0.727 1.225 -1.896 -0.133 0.570
H -0.034 1.808 0.925 0.786 4.201 -0.810
H 0.392 -1.939 -1.958 -0.027 -0.196 1.615
H 1.015 -1.999 -0.389 0.606 -0.423 -0.215
H -1.557 -1.050 -0.806 0.235 -0.707 -0.293

# 2
48
Properties=species:S:1:pos:R:3:forces:R:3 method="wB97M-V/def2-TZVPD" de_lowest_kj_mol=332.5 charge=0 gap_ev=8.05 smiles="O=C(Nc1ccc(Cl)cc1)N1CCCN(c2ccc(C(F)(F)F)cc2[N+](=O)[O-])CC1"
O -0.322 0.417 2.394 -0.050 0.339 -0.185
C 0.487 -0.483 2.505 0.041 -0.217 0.396
N 0.153 -1.670 3.136 -0.088 0.072 0.268
C -1.244 -1.818 3.482 -0.173 0.187 0.052
H -1.654 -0.809 3.543 -0.025 -0.210 0.074
H -1.331 -2.301 4.459 -0.032 0.022 -0.039
C -1.980 -2.651 2.408 0.060 0.237 0.200
N -1.362 -2.477 1.108 -0.122 -0.266 0.232
C -1.628 -1.380 0.348 -0.102 0.095 -0.545
C -2.655 -0.484 0.729 -0.023 -0.002 -0.063
C -3.119 0.509 -0.094 0.147 -0.078 -0.271
C -2.588 0.676 -1.372 0.121 0.066 -0.015
C -1.530 -0.120 -1.756 -0.166 0.122 0.145
C -1.022 -1.090 -0.898 -0.920 0.589 0.162
N 0.226 -1.634 -1.370 0.407 -0.156 -0.137
O 0.256 -2.106 -2.486 0.053 -0.186 -0.241
O 1.198 -1.501 -0.651 0.080 0.074 -0.083
H -1.051 0.024 -2.713 0.037 -0.008 -0.027
C -3.151 1.707 -2.300 -0.168 -0.002 -0.158
F -2.272 2.123 -3.221 0.279 -0.075 -0.073
F -4.217 1.239 -2.985 -0.078 -0.148 -0.001
F -3.583 2.803 -1.657 -0.008 0.078 0.282
H -3.902 1.166 0.250 -0.079 0.045 0.069
H -3.091 -0.550 1.708 -0.005 -0.082 0.134
C -0.404 -3.517 0.792 0.481 -0.171 -0.163
H -0.261 -3.579 -0.288 -0.072 -0.083 0.092
H -0.856 -4.468 1.096 0.011 0.104 -0.086
C 0.963 -3.365 1.482 -0.111 0.035 0.081
H 1.559 -2.645 0.923 -0.032 -0.254 0.190
H 1.474 -4.328 1.439 0.061 -0.054 -0.002
C 0.878 -2.913 2.947 0.277 -0.160 -0.313
H 1.892 -2.822 3.352 -0.073 -0.108 0.050
H 0.368 -3.671 3.547 0.095 0.056 0.074
H -3.041 -2.399 2.375 0.018 -0.064 0.039
H -1.912 -3.711 2.661 -0.039 0.067 -0.095
N 1.786 -0.395 2.089 0.303 -0.316 0.222
C 2.334 0.549 1.220 0.116 0.354 -0.216
C 3.697 0.461 0.946 -0.188 0.012 0.059
C 4.301 1.344 0.073 -0.080 0.101 -0.087
C 3.537 2.323 -0.540 -0.076 -0.126 0.123
C 2.179 2.420 -0.283 0.251 -0.049 -0.037
C 1.579 1.539 0.596 -0.154 -0.034 0.067
H 0.525 1.617 0.803 -0.021 0.011 0.003
H 1.590 3.182 -0.769 -0.037 0.079 -0.046
Cl 4.287 3.431 -1.636 0.111 0.163 -0.164
H 5.357 1.270 -0.136 0.086 0.008 -0.027
H 4.291 -0.310 1.416 0.073 -0.087 0.065
H 2.428 -1.121 2.366 -0.185 0.024 -0.006

# 3
48
Properties=species:S:1:pos:R:3:forces:R:3 method="wB97M-V/def2-TZVPD" de_lowest_kj_mol=171.8 charge=0 gap_ev=8.66 smiles="COCC(=O)N[C@@H]1C[C@H]2CCC[C@@H](C1)N2Cc1ccccc1"
C -1.047 0.793 5.889 -0.111 -0.077 0.050
H -1.730 1.577 6.211 -0.053 -0.078 -0.007
O 0.188 1.421 5.630 0.222 0.194 -0.021
C 1.180 0.526 5.181 0.111 -0.113 0.060
C 1.007 0.102 3.712 -0.122 0.260 0.544
O 1.413 -0.966 3.305 0.190 -0.327 -0.100
N 0.393 1.048 2.982 -0.228 0.520 -0.102
H 0.120 1.878 3.489 0.019 -0.138 -0.011
C 0.080 0.978 1.558 0.129 -0.290 -0.066
H -0.405 1.927 1.329 0.053 -0.101 0.036
C 1.365 0.830 0.737 0.017 0.053 -0.208
H 1.946 1.753 0.787 0.028 0.065 0.046
H 1.946 0.025 1.187 0.029 0.057 -0.029
C 1.107 0.442 -0.729 0.320 0.330 0.051
N 0.322 -0.768 -0.713 0.096 -0.214 0.001
C 0.526 -1.764 -1.737 -0.019 0.051 0.022
C 0.040 -1.431 -3.131 0.040 -0.118 -0.057
C -1.254 -1.749 -3.526 0.112 -0.060 -0.028
C -1.715 -1.408 -4.786 -0.118 -0.015 -0.022
C -0.882 -0.747 -5.673 -0.038 0.039 -0.087
C 0.415 -0.443 -5.298 0.071 0.070 -0.068
C 0.872 -0.786 -4.038 -0.033 -0.126 0.007
H 1.891 -0.557 -3.756 0.104 0.028 0.049
H 1.074 0.060 -5.991 0.048 0.034 -0.056
H -1.241 -0.479 -6.656 -0.025 0.014 -0.076
H -2.724 -1.661 -5.077 -0.073 -0.021 -0.026
H -1.905 -2.277 -2.842 -0.062 -0.048 0.089
H 1.603 -1.963 -1.774 -0.064 -0.077 -0.025
H 0.027 -2.677 -1.394 0.082 -0.010 -0.059
C -1.009 -0.518 -0.218 -0.404 0.001 0.225
C -0.877 -0.185 1.278 -0.118 -0.008 -0.159
H -1.859 0.029 1.705 -0.038 0.030 0.067
H -0.465 -1.068 1.769 -0.067 0.007 0.003
C -1.771 0.541 -1.038 0.025 -0.095 0.037
C -0.989 1.837 -1.248 -0.007 -0.022 -0.077
H -1.066 2.475 -0.368 -0.034 0.062 -0.023
C 0.478 1.561 -1.581 0.068 -0.077 0.025
H 1.063 2.476 -1.467 0.062 0.036 -0.063
H 0.540 1.255 -2.627 0.035 0.102 0.041
H -1.441 2.394 -2.074 0.005 0.043 0.098
H -2.726 0.757 -0.552 -0.084 -0.031 -0.026
H -1.987 0.109 -2.017 -0.079 0.049 0.068
H -1.576 -1.454 -0.286 0.060 0.041 0.008
H 2.083 0.205 -1.171 -0.059 -0.015 0.036
H 2.134 1.055 5.270 -0.051 -0.115 -0.017
H 1.222 -0.376 5.804 -0.013 0.050 -0.143
H -0.947 0.047 6.685 -0.007 0.024 -0.018
H -1.446 0.301 4.995 -0.020 0.017 0.010